DFT (ωB97M-V/def2-TZVPD) results for one molecule with the formula C6H12O.

Structure (XYZ):
```
19
C6H12O ωB97M-V/def2-TZVPD
C -2.305 2.066 -0.341
C -0.906 1.719 -0.814
O -0.479 0.614 -0.055
C 0.747 0.047 -0.451
C 1.154 -0.908 0.636
C 1.969 -2.132 0.336
C 0.512 -2.263 0.680
H -2.750 2.857 -0.953
H -2.938 1.176 -0.404
H -2.288 2.396 0.702
H -0.217 2.570 -0.677
H -0.913 1.477 -1.891
H 0.639 -0.491 -1.412
H 1.512 0.828 -0.599
H 1.331 -0.423 1.593
H 2.271 -2.316 -0.692
H 2.700 -2.444 1.077
H -0.179 -2.507 -0.123
H 0.236 -2.673 1.646
```

- SMILES: CCOCC1CC1
- Total energy: -311.0049 Ha
- HOMO: -9.732 eV
- Gap between HOMO and LUMO: 10.94 eV
- Relative energy (zero: lowest compared OMol25 entry of this formula, charge and spin): 1.479 eV



DFT (ωB97M-V/def2-TZVPD) results for one molecule with the formula C6H12O.

Structure (XYZ):
```
19
C6H12O ωB97M-V/def2-TZVPD
C 0.078 -2.175 -0.822
C 0.807 -0.907 -0.364
C 0.682 0.253 -1.385
O -0.359 1.082 -0.907
C -0.104 1.176 0.485
C -1.244 1.879 1.199
C 0.193 -0.270 0.910
H 0.636 -2.691 -1.613
H -0.915 -1.931 -1.216
H -0.055 -2.889 0.000
H 1.859 -1.162 -0.191
H 1.611 0.842 -1.444
H 0.432 -0.075 -2.395
H 0.822 1.762 0.616
H -1.366 2.898 0.820
H -1.027 1.944 2.271
H -2.195 1.350 1.072
H -0.733 -0.783 1.200
H 0.876 -0.302 1.765
```

- SMILES: C[C@H]1CO[C@@H](C)C1
- Total energy: -311.0463 Ha
- HOMO: -9.727 eV
- Gap between HOMO and LUMO: 10.86 eV
- Relative energy (zero: lowest compared OMol25 entry of this formula, charge and spin): 0.353 eV



DFT (ωB97M-V/def2-TZVPD) results for a 2-piece molecular cluster, C6H12O overall.

Structure (XYZ):
```
19
C6H12O ωB97M-V/def2-TZVPD
C 0.540 0.026 -2.649
C -0.013 0.897 -1.559
C -0.406 0.121 -0.289
C -1.627 -0.079 0.199
C 1.526 0.589 1.262
C 0.729 -0.258 0.573
H -0.167 -0.795 -2.878
H 1.411 -0.513 -2.181
H 0.971 0.428 -3.640
H -0.808 1.528 -1.955
H 0.804 1.731 -1.450
H -1.807 -0.744 1.095
H -2.362 0.250 -0.521
H 2.472 0.238 1.766
H 1.163 1.640 1.394
H 0.897 -1.400 0.696
H -1.638 -1.179 3.886
H -0.464 -0.883 3.106
O -1.222 -1.596 3.145
```

- SMILES: C=CC(=C)CC.O
- Total energy: -310.9580 Ha
- HOMO: -9.176 eV
- Gap between HOMO and LUMO: 9.99 eV
- Relative energy (zero: lowest compared OMol25 entry of this formula, charge and spin): 2.756 eV



DFT (ωB97M-V/def2-TZVPD) results for one molecule with the formula C6H12O.

Structure (XYZ):
```
19
C6H12O ωB97M-V/def2-TZVPD
C 0.842 1.976 0.787
O 1.605 2.749 -0.180
C 1.183 0.517 0.501
C -0.161 -0.322 0.757
C -1.164 -0.273 -0.423
C -0.887 -2.786 -0.812
C -0.909 -1.534 -1.255
H 1.249 2.254 1.783
H -0.222 2.200 0.814
H 1.355 3.731 -0.134
H 1.412 0.461 -0.569
H 2.099 0.155 0.960
H 0.143 -1.351 0.856
H -0.610 -0.089 1.729
H -2.254 -0.292 -0.164
H -1.176 0.691 -1.004
H -1.114 -3.198 0.188
H -0.721 -3.617 -1.534
H -0.670 -1.274 -2.298
```

- SMILES: C=CCCCCO
- Total energy: -310.9838 Ha
- HOMO: -9.573 eV
- Gap between HOMO and LUMO: 10.54 eV
- Relative energy (zero: lowest compared OMol25 entry of this formula, charge and spin): 2.054 eV



DFT (ωB97M-V/def2-TZVPD) results for a 2-piece molecular cluster, C6H12O overall.

Structure (XYZ):
```
19
C6H12O ωB97M-V/def2-TZVPD
C -1.985 1.241 -0.362
C -0.682 -0.931 0.873
C -0.591 -1.456 -0.514
O 0.618 -0.919 -1.015
C 1.436 -0.503 0.083
C 2.115 0.810 -0.227
C 0.500 -0.466 1.246
H -2.953 0.754 -0.689
H -1.425 1.350 -1.292
H -2.193 2.217 0.067
H -1.528 -1.192 1.487
H -0.599 -2.553 -0.396
H -1.415 -1.214 -1.188
H 2.211 -1.258 0.258
H 2.719 0.690 -1.124
H 2.764 1.156 0.588
H 1.354 1.567 -0.413
H -1.168 0.876 0.382
H 0.822 -0.169 2.234
```

- SMILES: C[C@H]1C=CCO1.C
- Total energy: -310.9798 Ha
- HOMO: -8.915 eV
- Gap between HOMO and LUMO: 9.98 eV
- Relative energy (zero: lowest compared OMol25 entry of this formula, charge and spin): 2.163 eV



DFT (ωB97M-V/def2-TZVPD) results for C6H12O as an isolated structure.

Structure (XYZ):
```
19
C6H12O ωB97M-V/def2-TZVPD
C -1.963 -0.490 -0.234
C 0.231 -0.274 -1.807
C -0.155 -0.972 -0.527
O 0.035 -2.148 -0.279
H -0.072 0.771 -1.823
H -2.312 -0.868 0.727
H -2.338 -1.136 -1.024
H -2.275 0.538 -0.428
H -0.245 -0.799 -2.637
H 1.313 -0.344 -1.928
C 0.867 1.677 0.644
C 0.617 0.221 0.900
C 1.203 -0.530 1.823
H -0.632 -0.110 0.479
H -0.054 2.207 0.387
H 1.563 1.814 -0.189
H 1.295 2.163 1.524
H 0.981 -1.590 1.882
H 1.943 -0.128 2.509
```

- Total energy: -310.8866 Ha
- HOMO: -8.490 eV
- Gap between HOMO and LUMO: 9.35 eV
- Relative energy (zero: lowest compared OMol25 entry of this formula, charge and spin): 4.698 eV



DFT (ωB97M-V/def2-TZVPD) results for a 2-piece molecular cluster, C6H12O overall.

Structure (XYZ):
```
19
C6H12O ωB97M-V/def2-TZVPD
C 0.502 -0.041 2.642
C 1.484 -0.739 2.083
C 0.554 -0.236 -1.255
C -0.030 -1.432 -1.313
C -0.060 1.048 -0.759
C -1.554 0.981 -0.465
O -2.340 0.789 -1.624
H 0.477 1.352 0.151
H 0.636 0.495 3.578
H -0.484 0.019 2.185
H 1.337 -1.268 1.145
H 2.470 -0.805 2.536
H 1.593 -0.154 -1.576
H 0.510 -2.304 -1.671
H -1.055 -1.602 -0.988
H 0.117 1.837 -1.502
H -1.755 0.198 0.285
H -1.884 1.930 -0.034
H -1.991 0.016 -2.086
```

- SMILES: C=CCCO.C=C
- Total energy: -310.9816 Ha
- HOMO: -9.977 eV
- Gap between HOMO and LUMO: 11.05 eV
- Relative energy (zero: lowest compared OMol25 entry of this formula, charge and spin): 2.114 eV